<P>
7
Properties=species:S:1:pos:R:3:lowdin_charge:R:1 method="wB97M-V/def2-TZVPD" homo_energy_ev="-11.0 / -9.6" lumo_ev="-1.5926 / -1.7861"
C 0.3920 -1.0825 1.4206 -0.36
N 0.5564 -2.1598 1.8003 0.17
N -0.7936 0.5679 0.2104 0.13
O 0.1359 0.1190 1.1442 -0.02
O 0.0143 0.8499 -0.8773 -0.48
O -0.5336 1.6097 -3.3464 -0.45
S 0.4168 1.3423 -2.3406 1.01

---

<Q>
7
Properties=species:S:1:pos:R:3:lowdin_charge:R:1 method="wB97M-V/def2-TZVPD" homo_energy_ev="-10.0 / -10.0" lumo_ev="-1.9942 / -3.1521"
O -1.4699 1.3951 0.0001 0.13
N -0.2615 1.4013 -0.0019 -0.02
C 0.6044 0.4586 0.0009 -0.73
S 2.2436 0.3720 0.0005 0.83
N -0.2065 -0.9236 0.0037 -0.38
O -1.3893 -0.8142 -0.0008 0.11
O 0.4791 -1.8893 -0.0026 0.07

---

What is the stability order? It is <Q>, <P>, from most stable to least stable.